1.
C5H12O | the ωB97M-V functional and the def2-TZVPD basis

Each line ends with the natural charge from an NBO analysis.
CARTESIAN COORDINATES (ANGSTROEM)
C 1.6387 -2.2228 -1.3951  -0.72
C 1.3412 -0.7515 -1.1689  0.44
O 1.0832 -0.0669 -2.1320  -0.54
H 1.0428 -2.8389 -0.7315  0.23
H 2.6788 -2.3551 -1.1102  0.23
H 1.4287 -2.3432 -2.4489  0.24
H 1.3653 -0.3371 -0.1575  0.13
C -1.5276 2.0662 0.4081  -0.61
C -0.9164 0.6562 0.2944  -0.42
C -0.3450 0.2167 1.6621  -0.63
H -2.5888 1.9611 0.7134  0.20
H -1.6076 2.5618 -0.5553  0.21
H -1.0143 2.6180 1.2099  0.20
H -0.1856 0.6516 -0.5119  0.22
H -1.7416 0.0236 -0.0249  0.19
H -0.1628 -0.8815 1.6710  0.20
H 0.6100 0.7282 1.8261  0.21
H -1.0993 0.3136 2.4511  0.21

The SMILES is CC=O.CCC. The calculation puts the relative energy (zero: lowest compared OMol25 entry of this formula, charge and spin) at 27.5 kcal/mol. The highest occupied orbital energy is -9.9 eV. The calculation puts the HOMO-LUMO gap at 0.402 Ha.

2.
C41H41BaFP2 | the ωB97M-V functional and the def2-TZVPD basis

Each line ends with the Löwdin charge.
CARTESIAN COORDINATES (ANGSTROEM)
Ba 0.0219 1.8839 0.9450  1.77
C -1.5067 1.1522 -3.5829  -0.14
C -1.5479 -0.1487 -3.2901  -0.12
C -0.9296 -1.1428 -4.2332  -0.19
C 0.5116 -0.8634 -4.6721  -0.18
C 1.3339 0.1185 -3.8732  -0.11
C 1.3932 1.4480 -4.0042  -0.13
C 0.4530 2.2220 -4.8762  -0.18
C -1.0080 1.7271 -4.8531  -0.19
C 1.5461 0.5086 2.8614  -0.41
H -2.0828 1.8995 -3.0234  0.09
H -2.2662 -0.5600 -2.5622  0.09
H -1.5519 -1.1635 -5.1503  0.12
H -0.9774 -2.1575 -3.7955  0.09
H 1.0505 -1.8318 -4.6227  0.12
H 0.5195 -0.5640 -5.7359  0.11
H 2.0707 -0.3945 -3.2592  0.08
H 2.2890 2.0003 -3.7013  0.08
H 0.8018 2.2213 -5.9303  0.12
H 0.4745 3.2651 -4.5146  0.11
H -1.6214 2.6392 -4.9899  0.12
H -1.1847 1.0906 -5.7377  0.11
H 1.5601 1.4556 3.4825  0.02
H 2.4332 -0.0157 3.2474  0.01
H 0.6496 -0.0048 3.2439  -0.04
P -1.2877 -0.9873 -0.1067  0.96
P 2.1433 -0.2116 0.9228  0.86
C 0.2012 -1.3708 -0.9703  -0.40
C 1.5052 -1.0637 -0.5608  -0.38
C -2.2938 -2.4129 0.2685  -0.38
C -2.6611 -3.4043 -0.6707  -0.08
C -3.4292 -4.5120 -0.2517  -0.09
C -3.8188 -4.6342 1.0863  -0.09
C -3.4402 -3.6689 2.0198  -0.08
C -2.6932 -2.5556 1.6334  -0.08
C -2.4806 0.3808 -0.4215  -0.42
C -1.9654 1.6226 -0.8907  -0.43
C -2.6820 2.8042 -0.6932  -0.16
C -3.9650 2.7410 -0.1067  -0.09
C -4.5618 1.4942 0.1124  -0.07
C -3.8566 0.3095 -0.0991  -0.06
C 3.7130 -1.1652 1.0340  -0.33
C 3.5545 -2.5034 1.4033  -0.10
C 4.6814 -3.2752 1.6483  -0.08
C 5.9638 -2.7399 1.3907  -0.08
C 6.0845 -1.4603 0.8262  -0.09
C 4.9554 -0.6834 0.6010  -0.08
C 2.7303 1.4456 0.3410  -0.51
C 2.9659 2.4401 1.3076  -0.22
C 3.0467 3.7806 0.9613  -0.09
C 3.0052 4.1398 -0.4005  -0.08
C 2.8461 3.1741 -1.3896  -0.08
C 2.6815 1.8336 -1.0159  -0.12
H 0.1252 -2.0295 -1.8588  0.05
H 2.3156 -1.4622 -1.2413  0.08
H -2.3231 -3.3188 -1.7080  0.10
H -3.7090 -5.2812 -0.9703  0.10
H -4.4454 -5.4761 1.4066  0.11
H -3.7170 -3.7672 3.0854  0.11
H -2.3681 -1.7810 2.3504  0.07
H -1.0148 1.6180 -1.4822  0.06
H -2.2817 3.7923 -1.0437  0.12
H -4.5303 3.6777 0.0982  0.11
H -5.6161 1.4455 0.4225  0.12
H -4.3593 -0.6487 0.0142  0.11
H 2.5514 -2.9284 1.5251  0.11
H 4.5831 -4.2979 2.0118  0.10
H 6.8450 -3.3657 1.5440  0.10
H 7.0728 -1.0950 0.5453  0.10
H 5.0353 0.2813 0.1060  0.10
H 3.0696 2.1792 2.3710  0.09
H 3.1787 4.5004 1.7729  0.12
H 3.1196 5.1914 -0.6745  0.11
H 2.8537 3.4493 -2.4599  0.10
H 2.5580 1.0784 -1.7905  0.07
F -2.9031 -0.0490 7.8390  -0.01
C -2.4141 0.1782 6.5618  -0.30
C -2.3924 1.4669 6.0484  -0.05
C -1.9117 1.6917 4.7180  -0.19
C -1.4755 0.6228 3.9958  -0.22
C -1.4706 -0.6591 4.4874  -0.19
C -1.9566 -0.9027 5.8149  -0.03
H -2.7752 2.2860 6.6762  0.10
H -1.9104 2.7047 4.3220  0.05
H -1.1095 -1.4964 3.9167  0.06
H -1.9992 -1.9072 6.2439  0.10

The calculation puts the relative energy (zero: lowest compared OMol25 entry of this formula, charge and spin) at 5.4 kcal/mol. The highest occupied orbital energy (alpha / beta) is -5.2 / -5.5 eV. The calculation puts the HOMO-LUMO gap (alpha / beta) at 0.170 / 0.187 Ha.

3.
C34H33FGeN3O7PdSi | the ωB97M-V functional and the def2-TZVPD basis

Each line ends with the Löwdin charge.
CARTESIAN COORDINATES (ANGSTROEM)
Pd -0.2979 0.1678 0.0505  1.03
Ge 2.2616 0.2102 0.0164  1.06
C 3.3923 -0.2122 -1.6567  -0.28
C 4.2848 0.7045 -2.1730  -0.11
C 5.1900 0.2942 -3.1377  -0.07
C 5.1930 -1.0186 -3.5777  -0.07
C 4.2762 -1.9259 -3.0762  -0.07
C 3.3707 -1.5200 -2.1098  -0.13
C 3.5428 0.9257 1.4305  -0.27
C 3.7033 0.2593 2.6301  -0.11
C 4.6320 0.7202 3.5507  -0.07
C 5.3948 1.8366 3.2540  -0.08
C 5.2152 2.5113 2.0584  -0.07
C 4.2792 2.0613 1.1423  -0.11
H 1.0507 -1.6126 1.9037  0.06
H 4.2827 1.7276 -1.8248  0.09
H 5.8929 1.0107 -3.5337  0.11
H 5.9194 -1.3312 -4.3106  0.11
H 4.2742 -2.9474 -3.4227  0.11
H 2.6568 -2.2226 -1.6951  0.08
H 3.1057 -0.6120 2.8577  0.09
H 4.7415 0.2102 4.4968  0.11
H 6.1241 2.1921 3.9656  0.11
H 5.7917 3.3991 1.8394  0.11
H 4.1256 2.5971 0.2166  0.09
C -0.8472 2.4416 -1.8596  -0.17
Si 0.7607 3.1359 -1.0778  0.37
C 0.3384 4.3965 0.2875  -0.14
C 1.8773 3.8458 -2.4389  -0.15
O 1.3959 1.8043 -0.3860  -0.48
H -1.2193 3.0955 -2.6400  0.04
H -1.6425 2.3500 -1.1126  0.01
H -0.6643 1.4602 -2.3179  0.02
H 0.1380 5.3690 -0.1499  0.03
H 1.1528 4.5134 0.9969  0.03
H -0.5448 4.1010 0.8487  0.01
H 1.3662 4.6529 -2.9499  0.03
H 2.1344 3.0970 -3.1806  0.03
H 2.7938 4.2561 -2.0333  0.03
O 1.3401 -2.5154 1.5854  0.11
C 0.5018 -2.9963 0.7082  -0.49
O -0.3884 -2.3468 0.1808  0.03
C 0.7408 -4.4314 0.3672  -0.09
C -0.3459 -5.2725 0.1580  0.09
C -0.1248 -6.6147 -0.1120  -0.10
C 1.1563 -7.1313 -0.2319  0.11
C 2.2239 -6.2651 -0.0585  -0.10
C 2.0365 -4.9289 0.2682  0.09
N 3.5820 -6.7670 -0.2494  -0.36
O 4.4605 -5.9390 -0.2838  0.10
O 3.7170 -7.9565 -0.3694  0.12
N -1.2706 -7.5036 -0.2869  -0.36
O -2.3633 -6.9958 -0.2240  0.10
O -1.0327 -8.6672 -0.4769  0.12
H -1.3571 -4.8997 0.2237  0.14
H 1.3199 -8.1784 -0.4529  0.14
H 2.8917 -4.2910 0.4370  0.14
F 0.4784 -0.0899 2.1201  -0.45
C -4.1279 -1.1857 -3.6000  -0.03
C -4.8484 -0.3776 -2.7275  -0.04
C -4.2874 0.0534 -1.5472  0.00
C -2.9671 -0.3201 -1.2132  -0.27
C -2.2208 -1.0773 -2.1474  -0.02
C -2.8084 -1.5203 -3.3084  -0.05
N -2.3531 0.0830 -0.0810  0.02
C -2.9470 0.4629 1.0761  -0.27
C -4.1944 -0.0332 1.5129  0.00
C -4.7178 0.3777 2.7192  -0.05
C -4.0227 1.2735 3.5228  -0.04
C -2.7831 1.7593 3.1159  -0.04
C -2.2426 1.3655 1.9137  -0.02
H -4.5846 -1.5387 -4.5107  0.12
H -5.8572 -0.0857 -2.9754  0.12
H -4.8297 0.7123 -0.8861  0.12
H -1.1891 -1.3386 -1.9063  0.09
H -2.2444 -2.1280 -3.9992  0.12
H -4.7058 -0.7722 0.9151  0.12
H -5.6767 0.0002 3.0399  0.12
H -4.4413 1.5925 4.4638  0.12
H -2.2483 2.4528 3.7467  0.12
H -1.2782 1.7721 1.5827  0.09

The calculation puts the relative energy (zero: lowest compared OMol25 entry of this formula, charge and spin) at 36.4 kcal/mol. The highest occupied orbital energy (alpha / beta) is -10.9 / -11.6 eV. Its multiplicity is 5. The calculation puts the HOMO-LUMO gap (alpha / beta) at 0.286 / 0.194 Ha. The total charge is +1.

4.
C8H16NS | the ωB97M-V functional and the def2-TZVPD basis

Each line ends with the natural charge from an NBO analysis.
CARTESIAN COORDINATES (ANGSTROEM)
C 2.2078 -0.3880 1.2282  -0.61
C 1.0669 -0.0163 0.2973  -0.20
C -1.9290 0.5133 -0.8538  -0.39
C -0.9024 0.0231 -1.9378  -0.41
C -1.1251 1.3120 0.2473  -0.39
C -0.0576 -1.2647 -1.6524  -0.47
C -0.2776 0.4278 1.1379  -0.07
C 0.6375 -1.2410 -0.3763  -0.21
N 0.1385 1.0852 2.3303  -0.34
S 0.7278 -2.7720 0.3318  0.17
H 2.9232 -0.7606 0.6238  0.25
H 1.8824 -1.0094 2.1417  0.23
H 1.1131 0.7514 -0.4744  0.25
H -2.5789 1.2296 -1.3599  0.24
H -2.5526 -0.1624 -0.3879  0.22
H -1.5225 -0.0820 -2.8817  0.24
H -0.2200 0.8669 -2.2359  0.20
H -0.4856 2.1067 -0.0601  0.21
H -1.9111 1.7531 0.8178  0.24
H -0.8314 -2.0778 -1.6880  0.22
H 0.6543 -1.3537 -2.5035  0.24
H -0.8702 -0.4163 1.4941  0.23
H 2.5565 0.4436 1.7154  0.20
H 0.2041 0.5117 3.1513  0.41
H 0.9083 1.6557 2.1586  0.39
H 0.1743 -3.6746 -0.4500  0.16

The highest occupied orbital energy (alpha / beta) is -10.4 / -13.7 eV. Its multiplicity is 3. The calculation puts the HOMO-LUMO gap (alpha / beta) at 0.275 / 0.199 Ha. The total charge is +1.

5.
CH7N2O3 | the ωB97M-V functional and the def2-TZVPD basis

Each line ends with the natural charge from an NBO analysis.
CARTESIAN COORDINATES (ANGSTROEM)
C 0.4594 -0.6792 -0.2942  0.90
N 0.3638 0.1632 0.6870  -0.78
N -1.6449 1.7096 0.2376  -1.03
O -0.4321 -0.9266 -1.1907  -0.62
O 2.5568 -1.7077 0.2435  -0.39
O 1.3600 -1.6238 -0.4799  -0.25
H -0.5568 0.8928 0.5211  0.44
H 1.1268 0.4054 1.3495  0.45
H -2.1086 1.3958 -0.6851  0.41
H -1.2502 2.6657 0.1166  0.41
H -2.4550 1.8760 0.8286  0.41
H -0.1643 -1.5894 -1.8539  0.55
H 2.7453 -2.5818 0.5197  0.50

The calculation puts the relative energy (zero: lowest compared OMol25 entry of this formula, charge and spin) at 8.5 kcal/mol. The highest occupied orbital energy is -15.6 eV. The calculation puts the HOMO-LUMO gap at 0.459 Ha. The total charge is +1.

6.
C17H50AlIN6O3P3 | the ωB97M-V functional and the def2-TZVPD basis

Each line ends with the Löwdin charge.
CARTESIAN COORDINATES (ANGSTROEM)
C 0.4602 1.7672 -2.5508  -0.12
C -0.3219 2.8904 -3.3157  -0.27
C 0.1422 3.0391 -4.7790  -0.27
C 1.3299 4.0167 -5.0243  -0.44
C 2.2016 3.4038 -6.1927  -0.18
Al 2.6037 4.2652 -3.4729  -0.16
I 4.5862 5.7389 -4.4241  0.13
P 1.7179 5.5343 -1.6718  0.49
O 1.7034 4.7773 -0.3552  -0.62
H 1.3687 1.5487 -3.1116  0.04
H 0.7142 2.1221 -1.5506  0.05
H -0.1877 0.8953 -2.4554  0.06
H -0.3594 3.8285 -2.7582  0.06
H -1.3597 2.5268 -3.3597  0.09
H 0.3126 2.0413 -5.1933  0.09
H -0.7231 3.4446 -5.3317  0.10
H 1.0082 4.9971 -5.3945  0.07
H 3.1007 2.9465 -5.7603  0.03
H 2.4515 4.1436 -6.9547  0.05
H 1.6752 2.5817 -6.6952  0.05
H 3.3102 2.9203 -2.9859  -0.07
H 0.3657 5.9119 -1.9749  -0.06
H 2.3774 6.7936 -1.4996  -0.06
O 1.7166 -0.1676 -0.0318  -0.28
P 2.9074 -0.7728 0.6831  0.74
N 2.1081 -1.0933 2.1764  -0.31
C 2.6404 -1.0091 3.5133  -0.14
C 1.0153 -2.0613 2.1041  -0.14
N 3.8741 0.6780 0.7052  -0.31
C 4.0468 1.4656 1.9186  -0.15
C 3.5832 1.6218 -0.3927  -0.16
N 4.3126 -1.7141 1.0404  -0.32
C 4.1299 -3.1583 0.8772  -0.14
C 5.5256 -1.3652 1.7341  -0.13
H 3.1467 -1.9362 3.8327  0.08
H 1.8274 -0.8186 4.2194  0.08
H 3.3323 -0.1798 3.6411  0.05
H 1.3889 -3.0885 1.9778  0.07
H 0.3539 -1.8416 1.2685  0.05
H 0.3954 -2.0372 3.0018  0.07
H 3.0954 1.6615 2.4311  0.09
H 4.4816 2.4365 1.6781  0.08
H 4.7510 1.0123 2.6210  0.05
H 2.7020 2.2353 -0.1877  0.06
H 3.4247 1.1004 -1.3334  0.05
H 4.4310 2.2929 -0.5425  0.08
H 3.8313 -3.6373 1.8194  0.07
H 5.0402 -3.6380 0.5111  0.07
H 3.3524 -3.3619 0.1367  0.07
H 5.3634 -1.1131 2.7863  0.06
H 6.0516 -0.5464 1.2402  0.08
H 6.2246 -2.2060 1.7266  0.08
O -2.0548 -2.5659 1.3901  -0.28
P -3.4145 -1.9075 1.3003  0.75
N -4.0029 -2.4318 2.8328  -0.31
C -5.3466 -2.8164 3.1926  -0.14
C -3.2763 -1.9170 3.9904  -0.13
N -3.9978 -2.8804 -0.0340  -0.31
C -4.9637 -3.9523 0.1603  -0.15
C -2.9346 -3.3934 -0.9058  -0.15
N -4.6666 -0.7650 1.0164  -0.32
C -4.5028 0.4996 1.7424  -0.13
C -5.9728 -0.9253 0.4286  -0.12
H -5.9740 -1.9584 3.4839  0.08
H -5.3152 -3.5041 4.0416  0.08
H -5.8568 -3.3600 2.4014  0.05
H -3.4904 -0.8545 4.1678  0.07
H -2.1994 -2.0236 3.8513  0.06
H -3.5314 -2.4686 4.8974  0.08
H -4.6944 -4.6140 0.9954  0.08
H -5.0208 -4.5765 -0.7332  0.08
H -5.9807 -3.5831 0.3039  0.05
H -2.4538 -4.2844 -0.4869  0.08
H -2.1665 -2.6430 -1.0778  0.07
H -3.3495 -3.6569 -1.8819  0.08
H -5.0291 0.4818 2.7056  0.08
H -4.8660 1.3456 1.1575  0.08
H -3.4456 0.6912 1.9400  0.08
H -6.6303 -1.5766 1.0120  0.07
H -5.9128 -1.2920 -0.5974  0.08
H -6.4808 0.0394 0.3617  0.08

The highest occupied orbital energy is -4.8 eV. The calculation puts the HOMO-LUMO gap at 0.235 Ha. The total charge is -1.

What is the formula in the sixth record? C17H50AlIN6O3P3